Entry 1:
{"formula": "C18H35F6O6P2", "method": "ωB97M-V/def2-TZVPD", "total_charge": -1, "total_energy_ha": -2440.146098, "spin_multiplicity": 1, "lumo_ev": 1.96, "de_lowest_ev": 0.1209, "e_homo_ev": -2.82, "mol_weight_da": 523.41, "max_force_ha_per_bohr": 0.0118, "elements": ["C", "C", "O", "O", "C", "C", "C", "C", "C", "C", "P", "P", "C", "C", "H", "H", "H", "H", "H", "H", "H", "H", "H", "H", "H", "H", "H", "H", "H", "H", "H", "H", "H", "H", "H", "H", "H", "H", "H", "C", "C", "O", "C", "O", "C", "F", "F", "F", "H", "H", "H", "H", "H", "C", "C", "O", "C", "O", "C", "F", "F", "F", "H", "H", "H", "H", "H"], "xyz": [[0.95708, 0.69741, 3.90952], [0.56944, -0.67611, 4.40455], [1.03291, -1.14297, 5.41954], [-0.28715, -1.40798, 3.66756], [-1.29708, -0.75035, 2.88766], [-1.92637, -1.72499, 1.88991], [-2.06922, -1.09095, 0.49784], [-0.73944, -1.02392, -0.27765], [-0.62051, -2.09842, -1.36462], [0.65501, -1.97963, -2.20840], [1.93191, -3.33826, -1.79515], [3.39241, -5.02233, -1.27828], [3.10605, -6.18622, -2.69138], [4.93671, -4.23651, -1.91317], [0.28235, 1.44279, 4.33877], [0.94900, 0.79094, 2.82334], [1.96949, 0.88873, 4.27190], [-2.04902, -0.36275, 3.58535], [-0.87306, 0.09504, 2.34294], [-1.25890, -2.59305, 1.81868], [-2.89466, -2.07618, 2.25749], [-2.50868, -0.08761, 0.59658], [-2.79676, -1.66605, -0.08822], [-0.63099, -0.03922, -0.75371], [0.11105, -1.12743, 0.41237], [-0.61453, -3.09028, -0.88028], [-1.50976, -2.03913, -1.99954], [1.13215, -0.99745, -2.07637], [0.41872, -2.08857, -3.27525], [2.43835, -3.33683, -3.20166], [0.90901, -4.37100, -2.14639], [1.45929, -3.35743, -0.39214], [3.00954, -2.37882, -1.42415], [3.67730, -5.92838, -3.59203], [2.03744, -6.17351, -2.94606], [3.37780, -7.20238, -2.38761], [5.40740, -3.69601, -1.08565], [4.73873, -3.53339, -2.73468], [5.63894, -5.00575, -2.25328], [-4.48849, 2.73550, -3.69411], [-5.67887, 1.80423, -3.63459], [-5.34832, 0.50260, -4.15986], [-4.71181, -0.30672, -3.32178], [-4.41812, -0.08101, -2.18778], [-4.41835, -1.65364, -4.01779], [-3.95782, -1.46269, -5.25684], [-5.55498, -2.36454, -4.10155], [-3.52990, -2.34033, -3.32605], [-4.10968, 2.80415, -4.71391], [-4.78293, 3.73170, -3.36398], [-3.68371, 2.38355, -3.05034], [-6.49068, 2.15589, -4.26775], [-6.05056, 1.69215, -2.61675], [3.95710, 6.05919, 4.93202], [2.44932, 5.95858, 4.87983], [1.96447, 6.06793, 3.52355], [2.02601, 4.95764, 2.80222], [2.42751, 3.89026, 3.15252], [1.44254, 5.21848, 1.39595], [1.91360, 6.35874, 0.88122], [0.10889, 5.31968, 1.48029], [1.74302, 4.22390, 0.57733], [4.29361, 6.98535, 4.46562], [4.28986, 6.05107, 5.96962], [4.42359, 5.22140, 4.41600], [1.97728, 6.78638, 5.40402], [2.09333, 5.02271, 5.30838]], "forces_ev_per_a": [[0.3, 0.0, 0.0], [0.2, -0.2, 0.4], [-0.2, 0.2, -0.5], [-0.1, 0.0, 0.2], [-0.2, 0.1, -0.2], [0.3, -0.1, -0.1], [-0.1, 0.0, 0.0], [0.0, 0.1, -0.1], [0.3, 0.1, 0.1], [-0.1, 0.0, -0.1], [-0.2, 0.4, 0.0], [0.2, -0.1, -0.1], [-0.1, -0.2, -0.1], [0.3, 0.0, 0.3], [0.0, 0.0, -0.1], [0.0, 0.0, 0.1], [-0.2, 0.1, 0.0], [0.0, 0.0, -0.1], [0.1, -0.1, 0.0], [-0.2, 0.1, 0.0], [0.1, 0.0, 0.0], [0.0, -0.1, 0.1], [0.1, 0.1, 0.1], [0.0, -0.1, 0.1], [-0.1, 0.0, -0.1], [-0.1, 0.1, -0.1], [0.0, 0.0, 0.1], [0.0, -0.1, 0.0], [0.1, 0.0, 0.1], [0.1, -0.1, 0.0], [-0.1, 0.0, 0.0], [-0.1, 0.0, 0.0], [0.0, 0.0, 0.0], [-0.1, 0.1, 0.2], [0.1, 0.0, 0.0], [-0.1, 0.0, -0.1], [0.0, 0.0, -0.2], [-0.1, -0.1, 0.1], [0.0, 0.1, 0.0], [0.1, -0.1, 0.0], [-0.1, 0.2, 0.1], [0.0, 0.0, 0.0], [0.0, 0.0, -0.1], [0.0, 0.0, 0.1], [0.0, 0.2, 0.1], [0.0, -0.1, -0.1], [0.0, -0.1, 0.0], [0.0, -0.1, 0.0], [0.0, 0.0, 0.0], [0.0, 0.0, 0.0], [0.0, 0.0, 0.0], [0.0, 0.0, 0.0], [0.0, 0.0, 0.0], [0.0, 0.0, -0.1], [0.0, 0.0, 0.2], [0.0, 0.0, -0.1], [0.0, 0.1, 0.0], [0.0, -0.1, 0.0], [0.1, -0.1, 0.1], [0.0, 0.0, -0.1], [-0.1, 0.0, 0.0], [0.0, 0.0, 0.0], [0.0, 0.0, 0.0], [0.0, 0.0, 0.0], [0.0, 0.0, 0.0], [0.0, 0.0, -0.1], [0.0, 0.0, -0.1]], "mulliken_charge": [-0.83, 0.55, -0.61, -0.29, -0.40, -0.74, -0.75, -0.36, 0.07, -1.20, -0.34, -0.10, -1.05, -1.14, 0.30, 0.33, 0.35, 0.33, 0.27, 0.35, 0.37, 0.38, 0.30, 0.33, 0.29, 0.35, -0.41, 0.44, 0.36, 0.03, -0.06, -0.14, -0.02, 0.27, 0.34, 0.35, 0.37, 0.33, 0.39, -1.08, -0.22, -0.35, 0.38, -0.49, 0.88, -0.27, -0.28, -0.21, 0.30, 0.37, 0.31, 0.31, 0.31, -1.10, -0.20, -0.33, 0.35, -0.49, 0.91, -0.25, -0.27, -0.23, 0.30, 0.37, 0.32, 0.31, 0.31]}

Entry 2:
{"formula": "C18H35F7N3O7PSSbSeSiTeTi", "method": "ωB97M-V/def2-TZVPD", "total_charge": -1, "total_energy_ha": -6885.469566, "spin_multiplicity": 1, "lumo_ev": 1.73, "de_lowest_ev": 3.3475, "e_homo_ev": -5.75, "mol_weight_da": 1005.79, "max_force_ha_per_bohr": 0.0871, "elements": ["Ti", "C", "Si", "C", "C", "N", "C", "C", "C", "C", "C", "C", "F", "H", "H", "H", "H", "H", "H", "H", "H", "H", "H", "H", "H", "H", "C", "N", "C", "C", "S", "N", "C", "C", "H", "H", "H", "H", "H", "H", "H", "H", "H", "H", "H", "H", "C", "C", "O", "P", "O", "Te", "O", "C", "C", "H", "H", "H", "H", "H", "H", "H", "H", "H", "H", "O", "Se", "O", "O", "O", "F", "Sb", "F", "F", "F", "F", "F"], "xyz": [[0.59997, -0.58364, 0.20249], [-1.85183, 0.21074, 3.76188], [-1.17177, -1.27165, 2.77113], [-0.75739, -2.80177, 3.82096], [-2.56488, -1.84881, 1.65225], [0.40822, -0.78234, 2.08901], [1.47150, -0.64742, 2.94534], [1.39684, -0.37246, 4.32256], [2.52772, -0.25948, 5.11222], [3.80240, -0.40220, 4.58420], [3.92328, -0.67380, 3.22770], [2.78272, -0.79070, 2.47556], [2.91080, -1.08012, 1.13870], [-2.90253, 0.36701, 3.52107], [-1.32195, 1.12481, 3.48663], [-1.77985, 0.08045, 4.84441], [-1.63096, -3.14068, 4.38062], [0.05715, -2.64122, 4.52645], [-0.46320, -3.60662, 3.14444], [-2.27830, -2.68086, 1.01430], [-2.93821, -1.04003, 1.02798], [-3.38676, -2.17676, 2.29321], [0.42697, -0.24511, 4.78016], [2.39953, -0.04371, 6.16574], [4.68021, -0.32049, 5.20939], [4.88452, -0.79654, 2.74660], [-1.68961, 3.21287, -2.45347], [-2.69394, 2.62365, -1.58232], [-3.33286, 1.44911, -2.14566], [-2.88773, 3.01294, -0.30925], [-3.82230, 2.16983, 0.78466], [-2.29516, 4.23017, 0.03923], [-2.78101, 5.39030, -0.69208], [-2.15448, 4.50667, 1.45713], [-0.96591, 2.44720, -2.72099], [-1.16907, 4.01559, -1.94684], [-2.15820, 3.58940, -3.36904], [-4.05456, 1.75206, -2.91139], [-3.85268, 0.88562, -1.38067], [-2.58433, 0.80657, -2.60744], [-2.99694, 5.13586, -1.72622], [-2.01898, 6.17262, -0.67354], [-3.70033, 5.78327, -0.23667], [-1.62688, 3.68381, 1.93623], [-3.12237, 4.62494, 1.95653], [-1.57121, 5.42350, 1.56090], [3.84260, 1.54187, -2.13061], [3.71934, 1.61008, -0.62258], [2.44424, 1.10633, -0.18929], [1.29231, 2.10476, 0.42519], [0.07118, 1.19810, 0.31140], [1.40622, 4.29012, -0.28051], [1.60640, 1.94785, 2.00890], [2.30424, 2.89186, 2.82057], [1.39710, 3.36511, 3.94204], [4.83117, 1.88672, -2.43364], [3.08567, 2.17761, -2.58951], [3.68453, 0.52416, -2.48523], [3.82134, 2.64302, -0.28112], [4.48363, 1.00287, -0.13260], [2.61619, 3.74186, 2.20749], [3.18765, 2.38750, 3.22185], [0.61242, 4.00792, 3.54084], [1.97386, 3.92788, 4.67668], [0.93446, 2.50274, 4.42161], [2.18492, -1.15431, -3.62261], [1.17353, -1.00804, -2.42795], [1.72492, -1.48920, -0.97680], [0.65619, 0.47739, -2.22676], [-0.15098, -2.00383, -2.69547], [-0.96656, -0.94946, -0.43166], [-0.47824, -3.41805, -1.40221], [-2.33233, -2.92934, -1.38330], [-0.95783, -4.46487, -2.92274], [0.28345, -2.89495, 0.45814], [1.24967, -4.21370, -1.58090], [-1.02371, -4.88480, -0.28009]], "forces_ev_per_a": [[-0.2, -0.4, 2.6], [0.2, -0.3, -0.1], [-0.7, -0.6, 0.9], [0.0, 0.4, -0.1], [0.5, 0.4, -0.1], [-0.3, -0.2, -0.5], [0.9, -0.1, 0.7], [-0.2, 0.0, -0.3], [0.1, 0.1, 0.1], [-0.1, 0.0, 0.0], [0.0, 0.0, -0.1], [-0.1, -0.2, -0.2], [-0.2, 0.1, 0.5], [-0.1, 0.0, -0.1], [0.0, 0.0, 0.0], [0.1, 0.0, 0.0], [-0.1, 0.0, 0.0], [0.0, 0.0, 0.0], [0.0, 0.0, -0.1], [-0.1, 0.0, 0.0], [-0.1, 0.0, -0.1], [0.1, 0.0, 0.2], [0.0, 0.0, 0.0], [0.0, 0.0, 0.0], [0.0, 0.0, 0.0], [0.0, 0.0, 0.0], [0.0, 0.0, 0.0], [0.2, 0.0, 0.1], [-0.2, 0.0, -0.1], [-0.1, 0.1, -0.1], [-0.1, -0.3, 0.2], [-0.2, -0.2, 0.0], [0.0, 0.1, 0.0], [0.0, 0.0, 0.0], [0.1, -0.1, -0.1], [0.1, -0.1, -0.1], [0.0, 0.0, 0.0], [0.0, 0.0, 0.0], [0.0, 0.1, 0.1], [0.1, 0.0, 0.0], [0.0, 0.1, 0.0], [0.0, 0.0, 0.0], [0.0, 0.0, 0.0], [0.0, 0.0, 0.0], [0.0, 0.0, 0.0], [0.1, -0.1, 0.0], [-0.3, 0.0, 0.2], [0.5, -0.1, -0.2], [-1.1, 0.7, 0.3], [1.4, 0.6, 1.2], [-0.2, 1.1, -0.3], [-0.1, 0.3, -0.3], [-0.2, 0.5, -0.5], [0.1, 0.2, 0.3], [0.0, -0.1, -0.3], [0.0, 0.0, 0.0], [0.0, 0.0, 0.0], [0.1, 0.0, -0.1], [0.0, -0.1, 0.0], [-0.1, -0.1, 0.0], [0.1, -0.1, 0.1], [0.0, -0.1, -0.1], [0.0, 0.0, 0.0], [0.0, 0.0, 0.0], [0.0, 0.0, 0.1], [0.9, -0.6, -0.6], [0.5, 1.1, -4.2], [1.4, -1.1, 0.7], [-0.8, 0.9, 0.6], [-0.1, -0.1, 0.1], [-0.8, 0.0, -0.3], [-1.3, -4.1, 1.2], [0.8, 0.3, 0.3], [0.2, 0.2, 0.2], [-0.8, 0.6, -1.6], [-0.3, 0.7, -0.1], [0.1, 0.5, -0.4]], "mulliken_charge": [0.52, -1.16, 0.60, -1.22, -0.98, 0.73, 0.37, -0.43, -0.96, -0.70, -0.76, 0.59, -0.11, 0.46, 0.17, 0.44, 0.40, 0.37, 0.28, 0.19, 0.13, 0.44, 0.32, 0.41, 0.38, 0.49, -0.85, 0.15, -1.13, 0.40, -0.41, 0.39, -1.15, -1.08, 0.17, 0.23, 0.29, 0.31, 0.39, 0.29, 0.39, 0.35, 0.35, 0.09, 0.39, 0.37, -1.18, -0.65, 0.50, -1.10, 0.19, -0.23, 0.45, -0.49, -1.06, 0.46, 0.21, 0.23, 0.47, 0.27, 0.48, 0.23, 0.20, 0.42, 0.16, -0.82, 1.54, 0.03, -0.48, -0.50, -0.41, 2.09, -0.55, -0.56, -0.67, -0.56, -0.56]}

Entry 3:
{"formula": "C18H35IO23S5", "method": "ωB97M-V/def2-TZVPD", "total_energy_ha": -4725.878831, "spin_multiplicity": 1, "smiles": "CCCCC(=O)O[C@@H](I)CCO.O=S1(=O)OCCO1.O=S1(=O)OCCO1.O=S1(=O)OCCO1.O=S1(=O)OCCO1.O=S1(=O)OCCO1", "lumo_ev": -0.06, "e_homo_ev": -9.92, "mol_weight_da": 906.69, "max_force_ha_per_bohr": 0.0383, "elements": ["C", "C", "C", "C", "C", "O", "O", "C", "I", "C", "C", "O", "H", "H", "H", "H", "H", "H", "H", "H", "H", "H", "H", "H", "H", "H", "H", "O", "S", "O", "O", "C", "C", "O", "H", "H", "H", "H", "O", "S", "O", "O", "C", "C", "O", "H", "H", "H", "H", "O", "S", "O", "O", "C", "C", "O", "H", "H", "H", "H", "O", "S", "O", "O", "C", "C", "O", "H", "H", "H", "H", "O", "S", "O", "O", "C", "C", "O", "H", "H", "H", "H"], "xyz": [[-0.60957, 2.52961, -2.10974], [0.90144, 2.84647, -2.05001], [1.78500, 1.82551, -2.80646], [2.71117, 0.97546, -1.90767], [2.02550, -0.20485, -1.27919], [0.89466, -0.22011, -0.96879], [2.84663, -1.25412, -0.88683], [3.22472, -2.29787, -1.78220], [4.21765, -3.72054, -0.48534], [2.07924, -2.97839, -2.54930], [2.05040, -2.71899, -4.07256], [2.34654, -1.38739, -4.47046], [-0.87632, 2.06245, -3.06632], [-0.92050, 1.85901, -1.30487], [-1.21077, 3.44301, -2.02476], [1.03783, 3.82641, -2.51756], [1.19937, 2.91701, -0.99604], [2.42953, 2.37327, -3.50914], [1.15525, 1.16007, -3.40097], [3.61934, 0.65180, -2.42647], [3.04533, 1.60461, -1.06453], [4.04289, -1.98154, -2.44341], [2.16655, -4.06514, -2.43666], [1.12181, -2.69774, -2.09848], [1.02947, -2.90264, -4.41938], [2.72317, -3.41770, -4.59045], [3.25451, -1.17113, -4.22460], [-3.36430, -3.96595, -2.80679], [-2.51071, -2.88423, -2.46655], [-1.68329, -2.28074, -3.45123], [-1.62262, -3.32559, -1.21431], [-1.78248, -2.38634, -0.13247], [-3.19376, -1.86550, -0.30780], [-3.33637, -1.73929, -1.73386], [-1.04169, -1.59422, -0.23751], [-1.63731, -2.90938, 0.80915], [-3.34439, -0.89679, 0.15507], [-3.93763, -2.57325, 0.06250], [-4.83660, 0.81568, 0.65675], [-3.95827, 1.88740, 0.96742], [-3.14900, 2.47067, -0.04069], [-3.05032, 1.44466, 2.20541], [-3.16141, 2.39760, 3.27547], [-4.56674, 2.95041, 3.13293], [-4.75154, 3.05178, 1.70868], [-2.40129, 3.16767, 3.13472], [-3.00294, 1.88353, 4.21928], [-4.67891, 3.93979, 3.56722], [-5.31445, 2.26928, 3.53668], [2.40932, 5.75649, -2.08636], [3.51311, 5.80011, -1.19914], [3.45316, 6.51575, 0.02192], [4.79825, 6.25262, -2.03778], [5.84562, 5.27983, -1.92871], [5.10584, 3.96832, -1.74621], [4.01518, 4.31180, -0.88083], [6.46586, 5.51931, -1.06362], [6.44321, 5.30832, -2.83571], [5.70714, 3.20373, -1.26172], [4.70749, 3.59091, -2.69054], [-7.34097, -1.80856, 3.77461], [-7.59960, -0.63173, 3.02730], [-6.72264, 0.48125, 3.10384], [-9.09838, -0.16537, 3.32303], [-9.84205, -0.05398, 2.09848], [-9.20872, -1.09280, 1.19309], [-7.80853, -0.98771, 1.48945], [-9.72300, 0.95560, 1.70291], [-10.88932, -0.25263, 2.30811], [-9.35593, -0.88666, 0.13702], [-9.54901, -2.10214, 1.42991], [6.86183, -5.96973, 5.66587], [7.17071, -5.11858, 4.57453], [8.45378, -5.13504, 3.97265], [6.77729, -3.62320, 4.98491], [5.85253, -3.06494, 4.04029], [5.07846, -4.26602, 3.53510], [6.07751, -5.28934, 3.42048], [6.41183, -2.57820, 3.23969], [5.22587, -2.33980, 4.55202], [4.63304, -4.09895, 2.55893], [4.31657, -4.58758, 4.24727]], "forces_ev_per_a": [[0.1, 0.0, 0.0], [-0.6, -0.1, -0.3], [0.3, 0.0, 0.3], [0.1, 0.3, -0.2], [1.4, 0.2, -0.4], [-1.9, -0.1, 0.4], [0.3, -0.5, -0.4], [0.0, 0.0, 0.1], [0.1, 0.1, -0.1], [-0.1, -0.1, -0.1], [0.0, 0.0, 0.1], [0.0, 0.3, 0.3], [0.1, 0.1, 0.2], [0.1, 0.0, -0.2], [0.2, -0.2, 0.1], [0.1, -0.2, 0.3], [0.1, 0.1, -0.2], [-0.1, -0.2, 0.1], [0.1, 0.0, 0.0], [-0.1, -0.1, 0.0], [0.0, -0.2, -0.1], [-0.2, 0.1, 0.2], [-0.1, 0.2, 0.1], [0.2, 0.1, 0.0], [0.2, 0.0, 0.0], [-0.1, 0.1, 0.1], [-0.1, -0.1, -0.2], [0.0, -0.1, -0.1], [0.0, 0.1, 0.1], [0.0, 0.0, -0.1], [-0.1, 0.0, 0.0], [0.1, 0.2, 0.1], [0.0, -0.2, 0.3], [0.2, 0.0, 0.0], [0.0, 0.0, 0.0], [0.0, -0.1, -0.1], [-0.1, 0.0, -0.2], [0.0, 0.0, 0.0], [0.1, -0.1, -0.1], [-0.1, 0.2, 0.0], [-0.1, 0.0, 0.0], [-0.2, -0.1, 0.0], [0.1, 0.2, 0.0], [-0.1, -0.1, 0.2], [0.2, 0.0, 0.0], [0.0, 0.0, 0.0], [0.0, -0.1, -0.1], [0.0, 0.0, -0.1], [0.0, 0.0, 0.0], [0.0, 0.2, 0.0], [0.2, -0.1, -0.1], [-0.1, 0.0, 0.0], [-0.1, -0.1, 0.0], [0.1, -0.1, 0.1], [0.0, -0.1, -0.2], [0.0, 0.1, 0.1], [0.0, 0.0, 0.0], [-0.1, 0.1, 0.0], [-0.1, 0.0, 0.1], [0.0, 0.0, 0.0], [0.0, 0.0, 0.1], [-0.1, 0.0, -0.2], [0.0, 0.0, 0.1], [0.0, -0.1, 0.0], [0.0, 0.1, -0.1], [-0.1, -0.1, 0.0], [0.0, 0.1, 0.0], [0.0, 0.0, 0.0], [0.0, 0.0, 0.1], [0.1, 0.0, 0.0], [0.0, 0.0, 0.0], [0.1, 0.0, 0.0], [-0.1, 0.1, 0.0], [0.0, -0.1, 0.0], [-0.1, -0.1, 0.0], [0.0, 0.1, -0.2], [-0.2, 0.0, 0.1], [0.1, 0.1, 0.0], [0.0, 0.0, 0.0], [0.1, 0.0, 0.1], [0.1, -0.1, 0.0], [0.0, 0.0, 0.0]], "mulliken_charge": [-1.43, 0.04, -1.02, -0.24, -0.01, -0.33, -0.30, -0.49, 0.06, 0.03, -0.64, -0.50, 0.36, 0.25, 0.37, 0.19, 0.33, 0.47, 0.54, 0.39, 0.25, 0.41, 0.54, -0.20, 0.35, 0.31, 0.32, -0.60, 1.10, -0.51, -0.33, 0.01, 0.22, -0.26, 0.04, 0.37, -0.25, 0.27, -0.43, 1.02, -0.47, -0.33, -0.35, -0.17, -0.33, 0.30, 0.32, 0.34, 0.17, -0.53, 1.08, -0.55, -0.32, -0.38, -0.23, -0.24, 0.30, 0.30, 0.39, 0.17, -0.57, 0.97, -0.42, -0.32, -0.33, -0.32, -0.28, 0.27, 0.31, 0.32, 0.29, -0.53, 1.10, -0.53, -0.31, -0.29, 0.00, -0.28, 0.28, 0.30, -0.08, 0.29]}